# 1
8
Properties=species:S:1:pos:R:3:nbo_charge:R:1 method="wB97M-V/def2-TZVPD" charge=+1 e_lumo_ev=-8.05 smiles="O=[N+]1CC1" gap_ev=10.1 e_homo_ev=-18.11 spin_multiplicity=1
O -0.80 -1.30 1.32 -0.0008
N -0.25 -0.57 0.58 0.3382
C 0.24 -0.35 -0.63 -0.3089
C 0.08 0.79 0.40 -0.2660
H -0.56 -0.54 -1.56 0.3320
H 1.17 -0.82 -1.07 0.3335
H 0.84 1.44 0.83 0.3096
H -0.72 1.34 0.13 0.2625

# 2
77
Properties=species:S:1:pos:R:3:lowdin_spin:R:1 method="wB97M-V/def2-TZVPD" charge=+1 e_lumo_ev="-2.99 / -3.26" gap_ev="8.4 / 8.3" e_homo_ev="-11.40 / -11.51" spin_multiplicity=6
Mn 0.54 0.00 0.41 4.6771
C 3.91 4.33 3.16 0.0002
C 4.55 3.33 2.19 0.0002
C 3.49 2.45 1.50 0.0017
C 2.20 3.25 1.30 0.0071
C 1.57 3.49 2.69 0.0006
C 2.65 3.72 3.77 0.0001
P 1.05 2.40 0.13 0.0333
C 1.65 2.86 -1.58 0.0054
C 1.97 4.36 -1.82 0.0010
C 3.45 4.59 -2.13 0.0002
C 3.88 3.83 -3.39 0.0001
C 3.26 2.42 -3.45 0.0001
C 2.82 1.98 -2.05 0.0014
C -0.61 3.24 0.23 0.0073
C -1.38 2.87 1.50 0.0054
C -2.88 3.12 1.28 0.0008
C -3.11 4.38 0.42 0.0003
C -1.96 5.36 0.58 0.0005
C -0.65 4.77 0.03 0.0011
H 3.65 5.25 2.64 0.0000
H 4.62 4.60 3.94 0.0000
H 5.25 2.68 2.73 0.0000
H 5.13 3.87 1.44 0.0000
H 3.26 1.57 2.11 0.0005
H 3.89 2.07 0.56 0.0004
H 2.45 4.21 0.84 0.0006
H 0.97 2.62 2.97 0.0005
H 0.90 4.35 2.65 0.0000
H 2.91 2.77 4.25 0.0000
H 2.25 4.37 4.55 0.0000
H 0.79 2.59 -2.20 0.0001
H 1.69 4.97 -0.96 0.0001
H 1.37 4.71 -2.66 0.0001
H 4.06 4.29 -1.27 0.0000
H 3.62 5.66 -2.27 0.0000
H 4.97 3.77 -3.41 0.0000
H 3.59 4.40 -4.27 0.0000
H 3.97 1.71 -3.87 0.0000
H 2.38 2.42 -4.10 0.0000
H 3.68 2.07 -1.38 0.0001
H 2.53 0.93 -2.06 0.0009
H -1.14 2.76 -0.61 0.0006
H -1.04 3.50 2.33 0.0002
H -1.21 1.84 1.80 0.0042
H -3.37 3.22 2.24 0.0000
H -3.32 2.25 0.79 0.0006
H -4.05 4.85 0.70 0.0000
H -3.20 4.10 -0.64 0.0000
H -1.84 5.60 1.64 0.0000
H -2.17 6.30 0.07 0.0001
H 0.20 5.24 0.52 0.0000
H -0.58 4.99 -1.04 0.0000
Se -1.91 -0.68 0.05 0.0554
C -1.31 -1.10 1.70 0.0133
N -0.90 -1.31 2.77 0.0472
C 3.20 -1.97 3.64 0.0013
C 2.77 -1.76 2.21 0.0043
O 1.72 -0.78 2.12 0.0481
H 4.06 -2.64 3.68 0.0003
H 2.39 -2.40 4.23 0.0001
H 3.49 -1.02 4.09 0.0000
H 2.42 -2.71 1.78 0.0002
H 3.59 -1.38 1.60 0.0002
H 1.06 -1.00 2.80 0.0020
N 4.11 -2.79 -2.86 -0.0005
C 2.96 -2.11 -2.73 0.0013
C 2.43 -1.75 -1.47 0.0106
N 1.30 -1.07 -1.37 0.0398
C 0.66 -0.74 -2.49 0.0132
C 1.18 -1.09 -3.73 0.0010
N 2.31 -1.76 -3.85 0.0045
H 4.63 -3.11 -2.07 0.0000
H 4.41 -3.04 -3.79 0.0000
H 2.94 -2.03 -0.56 0.0009
H -0.28 -0.20 -2.40 0.0037
H 0.67 -0.83 -4.64 0.0001

# 3
65
Properties=species:S:1:pos:R:3:lowdin_spin:R:1 method="wB97M-V/def2-TZVPD" charge=+1 e_lumo_ev="-2.96 / -2.39" gap_ev="8.7 / 9.3" e_homo_ev="-11.64 / -11.69" spin_multiplicity=7
Tb -0.31 -0.72 -0.23 6.0228
O 0.95 0.87 3.36 0.0007
C 1.17 0.48 2.24 0.0009
N 0.58 0.91 1.08 -0.0034
C 0.29 2.22 0.87 0.0007
O 0.76 3.18 1.44 -0.0001
C -0.67 2.42 -0.29 0.0010
C -0.74 3.69 -0.87 -0.0001
C -1.67 3.93 -1.87 0.0007
C -2.51 2.89 -2.24 -0.0004
C -2.37 1.65 -1.63 -0.0002
N -1.47 1.40 -0.67 -0.0077
C 2.13 -0.65 1.95 0.0009
C 3.38 -0.67 2.54 -0.0002
C 4.31 -1.61 2.11 0.0006
C 3.93 -2.51 1.13 -0.0005
C 2.63 -2.47 0.65 -0.0007
N 1.74 -1.56 1.03 -0.0074
H -0.07 4.46 -0.52 0.0000
H -1.75 4.90 -2.33 0.0000
H -3.26 3.03 -3.00 -0.0001
H -3.01 0.82 -1.91 -0.0001
H 3.62 0.06 3.30 0.0000
H 5.30 -1.62 2.53 0.0000
H 4.63 -3.24 0.76 -0.0001
H 2.28 -3.20 -0.08 -0.0001
C -4.30 -1.40 1.29 -0.0001
C -3.64 -0.44 2.25 0.0000
S -1.83 -0.62 2.50 0.0010
C -1.70 -2.18 3.45 0.0000
C -1.87 -3.47 2.66 -0.0002
S -0.84 -3.52 1.13 -0.0012
C -2.00 -4.23 -0.09 -0.0002
C -3.33 -3.53 -0.31 -0.0002
S -3.36 -1.69 -0.28 -0.0008
H -5.26 -0.98 0.99 -0.0001
H -4.48 -2.37 1.75 0.0000
H -4.11 -0.48 3.23 0.0000
H -3.71 0.59 1.88 0.0000
H -2.43 -2.14 4.25 0.0000
H -0.70 -2.12 3.87 0.0000
H -2.90 -3.63 2.36 0.0000
H -1.56 -4.31 3.28 -0.0001
H -2.19 -5.26 0.21 -0.0001
H -1.41 -4.21 -1.01 0.0000
H -4.06 -3.87 0.42 0.0000
H -3.70 -3.78 -1.30 0.0000
C 2.26 -5.97 -5.97 0.0000
C 1.67 -4.78 -5.27 0.0001
C 0.35 -4.77 -4.84 0.0000
C -0.14 -3.69 -4.12 0.0001
C 0.68 -2.62 -3.85 0.0007
C 1.98 -2.57 -4.32 0.0002
C 2.47 -3.66 -5.04 0.0000
S 0.13 -1.44 -2.64 0.0052
O 1.29 -1.05 -1.81 -0.0072
O -0.59 -0.26 -3.09 0.0033
O -0.77 -2.22 -1.73 -0.0077
H 1.61 -6.83 -5.89 0.0000
H 3.23 -6.22 -5.53 0.0000
H 2.42 -5.73 -7.02 0.0000
H -0.29 -5.61 -5.05 0.0000
H -1.15 -3.69 -3.75 0.0000
H 2.60 -1.72 -4.09 0.0000
H 3.48 -3.64 -5.41 0.0000

# 4
15
Properties=species:S:1:pos:R:3:nbo_charge:R:1 method="wB97M-V/def2-TZVPD" e_lumo_ev=0.35 gap_ev=8.3 e_homo_ev=-7.96 spin_multiplicity=1
C -1.95 0.80 -1.37 -0.4507
C -1.12 -0.15 -1.40 0.0542
C -0.30 -1.14 -1.25 -0.1168
N -0.04 -2.00 -0.27 -0.3832
C 0.40 -1.76 0.90 0.0838
C 0.81 -0.43 1.30 -0.1106
N 0.52 0.67 0.71 -0.1651
N 1.11 1.79 0.96 -0.5806
H -2.97 0.62 -1.27 0.2037
H -1.78 1.95 -1.61 0.2078
H 0.36 -1.53 -2.06 0.2093
H 0.52 -2.55 1.63 0.1873
H 1.36 -0.46 2.24 0.1476
H 2.06 1.89 1.37 0.3446
H 1.03 2.29 0.12 0.3689

# 5
88
Properties=species:S:1:pos:R:3:lowdin_charge:R:1 method="wB97M-V/def2-TZVPD" e_lumo_ev=0.50 gap_ev=6.8 e_homo_ev=-6.30 spin_multiplicity=1
Pd 2.16 -1.91 -0.43 0.9623
C -0.87 -2.20 -2.43 -0.2130
C -0.59 -3.70 -2.61 -0.1698
C 0.72 -4.19 -1.96 -0.2258
N 1.03 -3.60 -0.68 -0.0884
C 0.46 -4.02 0.43 -0.2251
C -0.48 -5.08 0.46 -0.0211
C -1.29 -5.53 1.48 -0.0943
C -1.45 -5.07 2.78 -0.1218
C -0.72 -4.07 3.38 -0.0928
C 0.37 -3.35 2.91 -0.0353
C 0.99 -3.36 1.64 -0.2638
N 2.12 -2.71 1.41 -0.1129
C 2.79 -1.99 2.47 -0.2493
C 4.13 -1.45 1.97 -0.1847
C 4.01 -0.13 1.21 -0.2352
N 3.22 -0.26 0.00 -0.0979
C 2.90 0.79 -0.71 -0.2629
C 3.39 2.08 -0.38 -0.0214
C 3.05 3.33 -0.85 -0.0955
C 2.13 3.71 -1.81 -0.1321
C 1.41 2.84 -2.62 -0.1024
C 1.42 1.46 -2.69 -0.0268
C 2.07 0.47 -1.91 -0.2580
N 1.97 -0.81 -2.16 -0.0769
C 1.34 -1.24 -3.40 -0.2200
C -0.19 -1.30 -3.46 -0.1762
H -0.57 -1.89 -1.43 0.0352
H -1.95 -2.04 -2.49 0.0945
H -0.54 -3.94 -3.67 0.1130
H -1.43 -4.27 -2.20 0.0990
H 1.55 -3.96 -2.61 0.0903
H 0.69 -5.28 -1.87 0.1073
H -0.61 -5.60 -0.48 0.0856
H -1.93 -6.36 1.20 0.1026
H -2.22 -5.55 3.38 0.0904
H -1.02 -3.81 4.39 0.1033
H 0.79 -2.65 3.61 0.0882
H 2.95 -2.65 3.32 0.1194
H 2.17 -1.15 2.82 0.1044
H 4.57 -2.20 1.32 0.1052
H 4.79 -1.29 2.82 0.1109
H 5.02 0.21 0.95 0.1198
H 3.58 0.63 1.87 0.1172
H 4.14 2.09 0.39 0.0856
H 3.58 4.15 -0.37 0.1043
H 1.98 4.78 -1.97 0.0937
H 0.73 3.31 -3.32 0.0999
H 0.78 1.07 -3.47 0.0773
H 1.74 -2.22 -3.63 0.0953
H 1.69 -0.58 -4.21 0.1138
H -0.45 -1.65 -4.47 0.1158
H -0.61 -0.30 -3.35 0.0818
S -0.06 -0.18 0.74 0.1215
Sb -1.36 1.64 0.52 1.2522
C -2.27 1.75 -1.37 -0.3333
C -2.09 2.81 -2.26 -0.1226
C -2.64 2.74 -3.54 -0.0781
C -3.35 1.62 -3.93 -0.0788
C -3.52 0.55 -3.05 -0.0827
C -2.97 0.61 -1.78 -0.1417
C -2.85 1.49 2.03 -0.3438
C -3.75 0.43 1.99 -0.1230
C -4.53 0.14 3.11 -0.0807
C -4.40 0.91 4.26 -0.0852
C -3.51 1.97 4.30 -0.0843
C -2.73 2.27 3.18 -0.1225
C -0.24 3.37 1.00 -0.3434
C 0.67 3.18 2.04 -0.1440
C 1.56 4.20 2.37 -0.0769
C 1.56 5.39 1.65 -0.0865
C 0.66 5.57 0.61 -0.0928
C -0.25 4.56 0.29 -0.1221
H -1.52 3.68 -1.98 0.0685
H -2.50 3.56 -4.23 0.1068
H -3.77 1.57 -4.93 0.1057
H -4.05 -0.33 -3.37 0.1089
H -3.07 -0.24 -1.11 0.0871
H -3.83 -0.20 1.12 0.0895
H -5.22 -0.69 3.08 0.1051
H -4.99 0.67 5.13 0.1028
H -3.42 2.58 5.19 0.1038
H -2.04 3.10 3.22 0.0907
H 0.69 2.24 2.58 0.0849
H 2.26 4.05 3.18 0.1065
H 2.27 6.17 1.89 0.1062
H 0.65 6.50 0.05 0.1082
H -0.95 4.73 -0.52 0.0817

# 6
74
Properties=species:S:1:pos:R:3:lowdin_spin:R:1 method="wB97M-V/def2-TZVPD" charge=+2 e_lumo_ev="-7.32 / -6.49" gap_ev="6.1 / 7.5" e_homo_ev="-13.41 / -14.01" spin_multiplicity=4
Mn -0.03 -0.27 0.83 3.3186
C -0.75 -1.85 2.26 -0.0458
C 0.66 -2.02 1.87 -0.0254
C 0.54 -0.47 3.61 0.0807
C -0.77 -0.93 3.37 -0.0701
C 1.43 -1.10 2.70 -0.1377
C -1.85 -2.81 1.97 -0.0024
H -1.67 -3.39 1.06 -0.0002
H -2.81 -2.27 1.85 -0.0011
H -1.97 -3.51 2.81 -0.0026
C -1.97 -0.65 4.22 -0.0129
H -2.90 -0.72 3.64 -0.0009
H -1.92 0.35 4.67 -0.0024
H -2.05 -1.38 5.05 -0.0054
C 0.94 0.45 4.71 0.0161
H 1.26 -0.14 5.58 0.0066
H 0.11 1.08 5.03 0.0006
H 1.78 1.09 4.42 0.0020
C 2.91 -1.14 2.85 -0.0226
H 3.18 -1.77 3.72 -0.0104
H 3.32 -0.14 3.04 -0.0040
H 3.41 -1.57 1.97 -0.0007
C 1.21 -3.21 1.18 -0.0007
H 1.50 -3.97 1.93 -0.0025
H 2.11 -2.96 0.60 -0.0004
H 0.48 -3.67 0.50 -0.0001
C -1.84 0.93 -3.34 -0.0016
C -1.88 -0.41 -3.24 -0.0023
C -1.14 -1.27 -4.22 -0.0004
C 0.35 -0.90 -4.39 0.0002
C 1.03 -0.30 -3.18 0.0002
C 1.21 1.04 -3.08 -0.0005
C 0.48 2.04 -3.96 0.0003
C -0.99 1.69 -4.35 -0.0001
H -1.63 -1.22 -5.21 -0.0003
H 0.47 -0.25 -5.27 0.0000
H -1.22 -2.32 -3.91 -0.0001
H -1.01 1.21 -5.34 -0.0001
H -2.59 1.55 -2.81 0.0002
H -2.64 -0.94 -2.66 -0.0002
H -1.49 2.65 -4.49 0.0000
H 0.47 3.00 -3.43 0.0001
H 2.02 1.47 -2.50 0.0000
H 1.06 2.21 -4.87 0.0001
H 0.86 -1.84 -4.63 0.0000
H 1.58 -1.02 -2.55 0.0000
P -1.62 0.43 -0.38 -0.0494
P 1.61 1.37 0.54 -0.0058
C -0.72 1.92 -1.06 0.0256
C 0.57 2.54 -0.46 0.0035
H -1.44 2.69 -1.34 0.0037
H -0.42 1.41 -1.97 0.0001
H 1.22 2.91 -1.27 -0.0014
H 0.31 3.42 0.14 0.0006
C 2.45 2.45 1.74 0.0000
H 2.89 1.86 2.54 0.0000
H 1.76 3.18 2.17 0.0000
H 3.25 2.99 1.22 -0.0007
C 2.96 0.52 -0.33 0.0119
H 3.36 1.15 -1.13 0.0009
H 2.62 -0.43 -0.77 0.0030
H 3.77 0.28 0.37 0.0004
C -3.40 0.20 -0.47 -0.0022
H -3.65 -0.75 0.02 -0.0004
H -3.80 0.18 -1.49 -0.0034
H -3.85 1.05 0.07 0.0008
C -0.76 -1.24 -0.83 0.0301
H 0.18 -1.54 -0.25 0.0195
H -0.38 -1.13 -1.84 0.0081
H -1.43 -2.11 -0.79 0.0084
C -1.08 1.37 1.69 -0.1172
H -2.02 1.02 2.11 0.0047
H -1.23 2.34 1.20 -0.0013
H -0.40 1.58 2.54 -0.0110

# 7
21
Properties=species:S:1:pos:R:3:nbo_charge:R:1 method="wB97M-V/def2-TZVPD" charge=-2 e_lumo_ev=5.50 gap_ev=8.3 e_homo_ev=-2.81 spin_multiplicity=1
Ca -0.02 0.37 0.10 1.8317
O -0.73 -2.89 0.30 -0.7382
C -0.58 -2.63 -1.05 0.9539
O -0.39 -3.63 -1.78 -0.8138
O -0.52 -1.42 -1.40 -0.8412
H -0.72 -3.86 0.24 0.4740
O -0.67 4.29 -1.28 -0.7413
C -0.42 3.02 -0.81 0.9413
O -0.72 2.02 -1.52 -0.8355
O 0.22 2.84 0.24 -0.7933
H -0.56 4.16 -2.23 0.4762
O 3.87 -0.68 -0.89 -0.7244
C 2.69 -0.14 -0.47 0.9333
O 2.16 0.75 -1.17 -0.8187
O 2.19 -0.42 0.65 -0.8257
H 3.96 -0.13 -1.69 0.4797
O -2.77 -0.64 3.19 -0.7276
C -1.95 -0.14 2.23 0.9387
O -0.70 -0.33 2.40 -0.8704
O -2.31 0.49 1.22 -0.7894
H -2.02 -1.02 3.71 0.4909

# 8
45
Properties=species:S:1:pos:R:3:nbo_charge:R:1 method="wB97M-V/def2-TZVPD" e_lumo_ev=-0.99 smiles="COCCCCC1=C(CCCS)C(=O)C=C(COC(F)(F)F)C1=O" gap_ev=8.4 e_homo_ev=-9.35 spin_multiplicity=1
C 3.14 -1.09 2.36 -0.2567
O 2.32 -0.03 2.79 -0.5463
C 2.90 1.25 2.61 -0.0592
C 2.84 1.75 1.17 -0.4287
C 1.42 1.82 0.60 -0.3951
C 0.98 0.48 -0.02 -0.4707
C -0.30 0.46 -0.82 0.0397
C -0.50 -0.34 -1.87 0.0024
C 0.50 -1.29 -2.46 -0.4706
C 0.23 -2.74 -2.03 -0.4073
C 1.46 -3.63 -2.24 -0.5077
S 2.74 -3.40 -0.97 -0.0488
C -1.83 -0.34 -2.55 0.4878
O -1.96 -0.76 -3.68 -0.5147
C -3.00 0.12 -1.78 -0.2430
C -2.83 0.89 -0.72 -0.0604
C -4.01 1.34 0.10 -0.0907
O -3.57 1.95 1.31 -0.5132
C -4.50 2.43 2.16 1.1704
F -5.76 2.10 1.81 -0.3304
F -4.28 1.95 3.40 -0.3153
F -4.44 3.77 2.24 -0.3176
C -1.43 1.37 -0.44 0.5063
O -1.26 2.48 -0.01 -0.4851
H 4.13 -1.04 2.84 0.1669
H 3.28 -1.09 1.27 0.1700
H 2.66 -2.02 2.64 0.1912
H 3.94 1.24 2.97 0.1645
H 2.33 1.92 3.26 0.1868
H 3.48 1.13 0.53 0.1954
H 3.28 2.75 1.17 0.2161
H 1.36 2.60 -0.16 0.2140
H 0.73 2.10 1.40 0.2156
H 0.88 -0.26 0.78 0.2395
H 1.79 0.13 -0.66 0.2120
H 0.43 -1.23 -3.55 0.2390
H 1.51 -1.02 -2.17 0.2175
H -0.61 -3.15 -2.60 0.2187
H -0.05 -2.76 -0.97 0.2023
H 1.19 -4.68 -2.29 0.2236
H 1.96 -3.38 -3.18 0.2205
H 2.09 -4.06 -0.01 0.1175
H -3.98 -0.19 -2.13 0.2262
H -4.61 0.46 0.35 0.2073
H -4.64 2.03 -0.47 0.2098

For the records above, the corresponding energy values read -5663.1968 -140599.1866 -106843.4917 -9763.5731 -68956.6163 -76548.6892 -47230.9272 -44109.3295 eV.